Density functional theory data (ωB97M-V with the def2-TZVPD basis set) for 2 unconnected molecules or ions with the total composition C6H11N.

Structure (ORCA input):
```
! wB97M-V def2-TZVPD RIJCOSX def2/J DEFGRID3
* xyz 0 1
C 1.57262 -0.87878 -0.09424
C 1.06376 0.33654 0.02473
C 0.83416 1.22983 -1.15800
C 0.61416 0.90446 1.33617
H 1.72135 -1.52825 0.75340
H 1.87791 -1.27430 -1.04955
H -0.23690 1.32381 -1.33804
H 1.31024 0.84056 -2.05354
H 1.22041 2.22744 -0.96187
H 0.96074 1.93030 1.44602
H 0.99351 0.31311 2.16464
H -0.47532 0.92403 1.37922
C -2.43756 -1.27560 -0.09987
C -2.75767 0.12305 -0.04208
N -3.00903 1.23637 0.01388
H -3.29238 -1.82964 -0.48806
H -2.19164 -1.62673 0.90064
H -1.57821 -1.42620 -0.75108
*
```

## Properties
**Total energy**: -289.94047 Ha
**Orbital gap**: 0.375 Eh
**HOMO level**: -9.42 eV
**Relative energy (zero: lowest compared OMol25 entry of this formula, charge and spin)**: 82.0 kJ/mol